The following is a quantum chemistry calculation of a structure of composition CH3I2P in a non-equilibrium geometry, from the OMol25 dataset.

Each line ends with the natural charge from an NBO analysis.
Cartesian coordinates (Å):
C 1.33077 -0.92898 0.26311  -0.77
P 0.28003 -0.74854 -0.98842  0.50
I -3.24975 1.55962 0.04254  -0.12
I 2.89601 0.55731 0.34469  0.10
H 1.38181 -1.37085 1.22327  0.22
H -2.13451 2.84256 -0.16057  0.12
H -0.50436 -1.91111 -0.72463  -0.05

Values from the calculation:
gap between HOMO and LUMO: 8.795 eV
multiplicity: 1
highest occupied orbital energy: -9.1 eV
LUMO: -0.29 eV


The following is a quantum chemistry calculation of a cluster of 2 separate species, CH3IO in total in a non-equilibrium geometry, from the OMol25 dataset.

Each line ends with the natural charge from an NBO analysis.
Cartesian coordinates (Å):
C -0.96939 0.41313 0.21347  0.25
O -0.79544 -0.21372 -0.84326  -0.52
H -1.95339 0.38916 0.51584  0.13
H -0.08010 0.64634 0.99427  0.13
I 2.43567 -0.62602 0.01539  -0.09
H 1.36264 -0.60889 -0.89571  0.09

Values from the calculation:
gap between HOMO and LUMO: 10.210 eV
multiplicity: 1
highest occupied orbital energy: -10.0 eV
SMILES: C=O.I
LUMO: 0.25 eV


The following is a quantum chemistry calculation of a cluster of 2 separate species, CH3IO in total in a non-equilibrium geometry, from the OMol25 dataset.

Each line ends with the natural charge from an NBO analysis.
Cartesian coordinates (Å):
C -0.59983 0.10347 -0.12075  -0.39
O 1.41659 -0.08767 0.47899  -0.82
I -1.60212 -1.40180 0.66951  0.30
H -0.70655 1.11504 0.35073  0.25
H -0.22985 -0.10941 -1.16061  0.24
H 1.72176 0.38036 -0.21786  0.42

Values from the calculation:
gap between HOMO and LUMO (spin up / spin down): 9.206 / 9.206 eV
multiplicity: 1
highest occupied orbital energy (spin up / spin down): -9.7 / -9.7 eV
LUMO (spin up / spin down): -0.50 / -0.50 eV


The following is a quantum chemistry calculation of a cluster of 2 separate species, CH3IOP2 in total in a non-equilibrium geometry, from the OMol25 dataset.

Each line ends with the natural charge from an NBO analysis.
Cartesian coordinates (Å):
O 1.19504 -1.93690 -2.25432  -1.01
P -0.20324 -1.92415 -1.90899  1.24
I -0.64529 -3.40261 0.09858  -0.30
C -0.21591 2.01365 0.68922  -0.72
P -0.12528 0.35829 0.29230  0.39
H 0.21693 2.42933 1.56232  0.21
H -0.51377 2.76386 0.05060  0.21
H 0.29152 -0.30147 1.47029  -0.03

Values from the calculation:
gap between HOMO and LUMO: 8.673 eV
multiplicity: 1
highest occupied orbital energy: -9.6 eV
SMILES: O=PI.C=P
LUMO: -0.90 eV


The following is a quantum chemistry calculation of a structure of composition CH3IOS2 in a non-equilibrium geometry, from the OMol25 dataset.

Each line ends with the natural charge from an NBO analysis.
Cartesian coordinates (Å):
C -0.67596 -0.16991 -0.72073  -0.83
O 1.45874 -1.16588 0.33451  -0.94
S -0.61731 -3.31580 -0.47094  -0.44
S 0.04050 -1.47681 0.26884  1.36
I -2.30750 0.58927 0.35399  0.16
H 0.12794 0.62649 -0.46964  0.27
H -0.84151 -0.09447 -1.80923  0.30
H -0.28027 -1.20209 1.70926  0.12

Values from the calculation:
gap between HOMO and LUMO: 8.790 eV
multiplicity: 1
highest occupied orbital energy: -9.3 eV
LUMO: -0.55 eV


The following is a quantum chemistry calculation of a cluster of 2 separate species, CH3IS3 in total in a non-equilibrium geometry, from the OMol25 dataset.

Each line ends with the natural charge from an NBO analysis.
Cartesian coordinates (Å):
C -0.72551 0.98855 1.81710  -0.72
S 0.82022 1.42725 0.86308  0.24
S 0.84429 3.34840 0.69105  -0.18
S -1.01687 1.60621 -2.47283  -0.18
I 0.37476 2.10971 -4.23502  0.18
H -0.53467 0.10806 2.32454  0.22
H -1.62112 0.90017 1.05375  0.23
H -0.92204 1.77501 2.42361  0.22

Values from the calculation:
gap between HOMO and LUMO (spin up / spin down): 7.541 / 5.950 eV
multiplicity: 1
highest occupied orbital energy (spin up / spin down): -9.0 / -8.5 eV
LUMO (spin up / spin down): -1.47 / -2.50 eV


The following is a quantum chemistry calculation of the ion CH3N2O with charge -1 in a non-equilibrium geometry, from the OMol25 dataset.

Each line ends with the natural charge from an NBO analysis.
Cartesian coordinates (Å):
H 0.46840 -1.60943 0.99969  0.30
N -0.09502 -0.74171 1.24678  -0.85
C -0.27046 0.32388 0.32609  0.23
N 0.14784 1.07560 -0.98629  -0.31
O -0.93597 1.64263 -1.50444  -0.79
H -1.00191 0.93868 0.88507  0.13
H 0.69372 0.48631 -1.49875  0.29

Values from the calculation:
gap between HOMO and LUMO (spin up / spin down): 6.692 / 6.691 eV
multiplicity: 1
highest occupied orbital energy (spin up / spin down): -1.6 / -1.6 eV
SMILES: [H]/N=C\N[O-]
LUMO (spin up / spin down): 5.09 / 5.09 eV
total charge: -1


The following is a quantum chemistry calculation of the ion CH3N2O with charge +1 in a non-equilibrium geometry, from the OMol25 dataset.

Each line ends with the natural charge from an NBO analysis.
Cartesian coordinates (Å):
C 1.05522 0.35295 0.06875  0.12
N -0.02937 -0.38262 -0.15455  -0.48
N -1.71327 -0.21454 -0.27057  0.47
O -2.13723 0.57387 0.39659  -0.03
H 0.81930 1.37876 0.12912  0.24
H 1.92398 -0.24102 0.04206  0.25
H 0.08135 -1.46740 -0.21140  0.43

Values from the calculation:
gap between HOMO and LUMO: 10.188 eV
multiplicity: 1
highest occupied orbital energy: -17.0 eV
SMILES: C=[NH+]N=O
LUMO: -6.84 eV
total charge: +1


The following is a quantum chemistry calculation of a cluster of 2 separate species, CH3N2O2 in total in a non-equilibrium geometry, from the OMol25 dataset.

Each line ends with the natural charge from an NBO analysis.
Cartesian coordinates (Å):
C -0.30065 0.97665 -1.41269  0.68
N 0.20427 -0.21540 1.22845  -0.26
N 0.34936 -1.48608 1.49186  -0.41
O 0.29473 1.98170 -1.10612  -0.77
O -1.05718 0.67104 -2.29808  -0.77
H 1.20927 0.02293 1.40405  0.31
H -0.14617 -0.09782 -0.76394  -0.07
H -0.55364 -1.85302 1.45649  0.29

Values from the calculation:
gap between HOMO and LUMO (spin up / spin down): 7.349 / 7.348 eV
multiplicity: 1
highest occupied orbital energy (spin up / spin down): -3.2 / -3.2 eV
LUMO (spin up / spin down): 4.14 / 4.14 eV
total charge: -1


The following is a quantum chemistry calculation of a cluster of 2 separate species, CH3N2O2 in total in a non-equilibrium geometry, from the OMol25 dataset.

Each line ends with the natural charge from an NBO analysis.
Cartesian coordinates (Å):
C -0.96840 -0.84891 0.08747  -0.58
N -1.15407 0.15483 -0.74090  -0.16
N 1.19299 1.46293 -0.09646  0.25
O 1.55993 0.71698 0.80939  -0.60
O 2.01888 1.83593 -0.95080  -0.58
H -1.26204 -0.52529 1.12787  0.21
H -1.56297 -1.75383 -0.29056  0.19
H 0.17569 -1.04264 0.05398  0.27

Values from the calculation:
gap between HOMO and LUMO (spin up / spin down): 6.677 / 6.577 eV
multiplicity: 1
highest occupied orbital energy (spin up / spin down): -2.7 / -2.7 eV
LUMO (spin up / spin down): 3.94 / 3.88 eV
total charge: -1


The following is a quantum chemistry calculation of the ion CH3N2O2S with charge -1 in a non-equilibrium geometry, from the OMol25 dataset.

Each line ends with the natural charge from an NBO analysis.
Cartesian coordinates (Å):
N 1.54241 0.77271 -1.00061  -0.73
N 1.27035 0.03362 0.04143  -0.23
C 0.12766 -0.33731 0.48211  -0.27
S -1.51778 0.08988 -0.33469  1.46
O -2.21123 -1.19934 -0.46496  -1.04
O -2.09142 0.82646 0.86640  -1.05
H 0.84299 0.64958 -1.73232  0.31
H 2.04807 -0.01240 0.67345  0.37
H -0.01105 -0.82320 1.46918  0.18

Values from the calculation:
gap between HOMO and LUMO: 7.720 eV
multiplicity: 1
highest occupied orbital energy: -3.6 eV
SMILES: [NH-]NC=S(=O)=O
LUMO: 4.11 eV
total charge: -1


The following is a quantum chemistry calculation of a cluster of 2 separate species, CH3N2O4 in total in a non-equilibrium geometry, from the OMol25 dataset.

Each line ends with the natural charge from an NBO analysis.
Cartesian coordinates (Å):
C 0.90742 -1.37676 1.01479  0.64
N -0.54747 0.82119 -0.69471  -0.10
N -1.25450 1.46656 -1.52364  0.16
O 0.32251 1.60388 -0.01060  -0.59
O 0.18909 -1.62590 -0.03716  -0.76
O -2.08583 0.79342 -2.18567  -0.55
O 0.95948 -0.30211 1.67196  -0.77
H 1.45643 -2.27986 1.30624  0.06
H -0.39006 -0.20260 -0.42024  0.41
H 0.44292 1.10219 0.87903  0.51

Values from the calculation:
gap between HOMO and LUMO: 8.839 eV
multiplicity: 1
highest occupied orbital energy: -4.7 eV
LUMO: 4.18 eV
total charge: -1


The evaluated ΔE to the lowest compared entry with this formula, charge and spin for the records listed, in turn: 295.9 130.5 268.2 99.6 248.6 184.1 171.1 289.5 202.3 601.1 288.4 50.9 kJ/mol.
The evaluated total energy for the records listed, in turn: -26573.740 -11231.682 -11230.255 -29810.246 -32901.243 -41690.235 -6109.561 -6101.782 -8159.420 -8155.288 -18994.308 -12254.313 eV.